Below is 2 unconnected molecules or ions with the total composition C3H8N3O at a distorted geometry, with properties calculated with wB97M-V/def2-TZVPD.

```
! RIJCOSX wB97M-V def2-TZVPD def2/J DEFGRID3
* xyz 1 1
C -0.9005 0.1726 0.3208
C -2.1170 0.3153 -0.0478
C -0.2351 -1.2016 0.4685
N 1.8463 0.7371 -0.2016
N -3.3581 0.1898 -0.3457
N 1.6044 -0.6139 -0.3474
O -0.6650 -2.1590 -0.1058
H -0.3669 0.9991 0.6533
H 0.2516 -1.3235 1.3718
H 1.3603 1.2455 -0.9543
H -4.0724 0.4021 0.3513
H -3.7180 0.1238 -1.2817
H 2.0216 -1.1466 0.4024
H 1.7897 -0.8297 -1.2674
H 2.7688 1.0707 -0.2617
*
```

Calculated values
Frontier orbital gap, eV: 8.33

Atom charges from the Löwdin analysis, given in e for atoms 1 to 4:
1 C 0.050
2 C 0.056
3 C -0.343
4 N -0.028



Below is a molecular structure, C39H33ClN5OPRu, with properties calculated with wB97M-V/def2-TZVPD.

```
! RIJCOSX wB97M-V def2-TZVPD def2/J DEFGRID3
* xyz 1 2
Ru -0.3143 0.5366 0.0064
Cl 1.9553 0.3638 -6.9332
C 1.2049 0.6140 -5.3915
C 0.0766 1.4487 -5.2996
C -0.5280 1.6572 -4.0923
C -0.0611 1.0453 -2.9015
O -0.7209 1.2977 -1.8105
C 1.0848 0.2058 -3.0050
C 1.7536 -0.4006 -1.9017
N 1.3466 -0.4410 -0.6700
C 2.2101 -0.9116 0.3547
C 3.3074 -1.7090 0.1844
C 4.1454 -2.0242 1.2744
C 3.8917 -1.5332 2.5213
C 2.7375 -0.7454 2.7417
C 2.3812 -0.2336 4.0074
C 1.2047 0.4444 4.1548
C 0.3744 0.6182 3.0358
N 0.6978 0.1984 1.8320
C 1.8762 -0.4761 1.6611
C 1.7010 0.0231 -4.2711
H -0.3022 1.9253 -6.1941
H -1.3935 2.3006 -4.0059
H 2.7293 -0.8222 -2.1361
H 3.5519 -2.1151 -0.7879
H 5.0095 -2.6515 1.1016
H 4.5499 -1.7496 3.3530
H 3.0367 -0.4054 4.8524
H 0.8912 0.8381 5.1110
H -0.5754 1.1311 3.1262
H 2.5825 -0.6026 -4.3391
N -3.1765 0.3735 1.0873
P -2.1436 -0.6765 0.1857
C -3.1520 -1.0577 -1.3004
C -4.4547 -1.5136 -1.0631
C -5.3003 -1.8295 -2.1108
C -4.8498 -1.7178 -3.4221
C -3.5542 -1.2966 -3.6668
C -2.7116 -0.9666 -2.6116
C -2.3608 -2.2393 1.0280
C -2.6368 -2.3402 2.3943
C -2.5712 -3.5321 3.0789
C -2.1253 -4.7885 2.4215
C -2.3000 -4.8347 0.8906
C -2.0332 -3.4631 0.2356
C -2.8288 1.7018 1.1635
C -3.6932 2.6852 1.6493
C -3.2418 3.9822 1.7309
C -1.9419 4.2886 1.3335
C -1.1533 3.2683 0.8613
N -1.5786 1.9972 0.7716
H -4.1593 0.1646 1.1822
H -4.8118 -1.6466 -0.0462
H -6.3056 -2.1743 -1.9069
H -5.5058 -1.9714 -4.2443
H -3.1860 -1.2236 -4.6820
H -1.7025 -0.6581 -2.8246
H -2.9071 -1.4432 2.9414
H -2.8286 -3.5483 4.1311
H -2.5598 -5.6625 2.9042
H -3.1382 -5.4065 0.5018
H -2.4689 -3.4111 -0.7624
H -4.6948 2.4161 1.9555
H -3.8965 4.7586 2.1038
H -1.5565 5.2959 1.3803
H -0.1399 3.4462 0.5231
C 0.7173 -3.2514 3.5943
C 0.1982 -3.7403 2.2833
C -0.5609 -5.0375 2.2114
C -0.8098 -5.2247 0.7082
C -0.4937 -3.8067 0.1570
C 0.1366 -3.6565 -1.2026
N 0.1981 -3.0592 1.2085
H 0.1225 -3.6618 4.4111
H 0.6825 -2.1677 3.6439
H 1.7486 -3.5818 3.7421
H -0.1479 -5.8457 2.8110
H -0.4470 -6.1086 0.1917
H -0.3906 -4.2731 -1.9327
H 1.1832 -3.9695 -1.1812
H 0.0860 -2.6172 -1.5340
*
```

Calculated values
<S²>: 0.784
Frontier orbital gap (alpha / beta), eV: 6.66 / 6.65

Atom charges from the Löwdin analysis, given in e for atoms 1 to 4:
1 Ru 0.994
2 Cl 0.678
3 C -0.674
4 C -0.077



Below is a single C3H7NO molecule at a distorted geometry, with properties calculated with wB97M-V/def2-TZVPD.

```
! RIJCOSX wB97M-V def2-TZVPD def2/J DEFGRID3
* xyz 0 1
C 0.3159 1.3054 -0.4453
C -0.9700 -0.8775 -0.3545
C 0.9820 -0.5963 0.9814
H 1.1354 1.4966 -1.2192
H -0.6588 1.6391 -0.9327
H 0.5002 1.8744 0.5057
H -0.8199 -2.0292 -0.4983
H -1.8391 -0.6979 0.4531
H -1.4059 -0.4415 -1.3349
H 1.7558 0.1141 1.3649
N 0.2720 -0.1330 -0.0767
O 0.7324 -1.6542 1.5567
*
```

Calculated values
SMILES string: CN(C)C=O
Frontier orbital gap, eV: 10.29

Atom charges from the Löwdin analysis, given in e for atoms 1 to 4:
1 C -0.068
2 C -0.094
3 C -0.357
4 H 0.097



In the order shown, the computed ΔE to the lowest compared entry with this formula, charge and spin values come out to 112.6, 2.4, 32.0 kcal per mole.
In the order shown, the computed DFT total energy values come out to -358.216969, -2751.279282, -248.475460 Eh.